Formula: C7H10INO2S
Source: the Open Molecules 2025 dataset
Level of theory: ωB97M-V with the def2-TZVPD basis set

* HOMO: -9.11 eV
* energy above the lowest of the compared OMol25 structures with the same formula, charge and spin: 20.6 kcal per mole
* E: -1173.69704 Ha
* SMILES: C/C(=C/C=C\C=C\I)S(N)(=O)=O
* strongest force on any atom: 6.41 eV/A
* Kohn-Sham gap: 8.92 eV
* multiplicity: 1

Last columns: bonded neighbours and bond lengths (Å).
Positions of all 22 atoms, in Å:
1 C -1.50542 -1.00250 1.68893  C2 1.466, C3 1.360, H13 1.114
2 C -1.02067 -1.92438 0.65662  C1 1.466, C4 1.302, H14 1.083
3 C -1.69087 0.31907 1.42825  C1 1.360, C5 1.381, H15 1.086
4 C -0.42002 -1.58970 -0.44926  C2 1.302, C6 1.446, H16 1.014
5 C -1.09246 1.05875 0.42778  C3 1.381, I12 2.157, H17 1.079
6 C 0.06587 -0.24648 -0.67200  C4 1.446, C7 1.476, S11 1.775
7 C 0.29349 0.34056 -2.00721  C6 1.476, H18 1.165, H19 1.138, H20 1.109
8 N 2.29314 1.32823 -0.22862  S11 1.734, H21 1.103, H22 0.942
9 O 1.35071 -0.08601 1.71900  S11 1.447
10 O 2.49651 -1.12213 -0.06125  S11 1.395
11 S 1.55568 -0.15346 0.28825  C6 1.775, N8 1.734, O9 1.447, O10 1.395
12 I -2.47848 2.19755 -0.76943  C5 2.157
13 H -1.98784 -1.65598 2.45150  C1 1.114
14 H -1.36043 -2.94412 0.78664  C2 1.083
15 H -2.24377 0.93918 2.12835  C3 1.086
16 H -0.09135 -2.21695 -1.17462  C4 1.014
17 H -0.18301 1.58645 0.66878  C5 1.079
18 H 1.04024 -0.19754 -2.72089  C7 1.165
19 H 0.79204 1.34537 -1.81807  C7 1.138
20 H -0.66411 0.39227 -2.56349  C7 1.109
21 H 1.69934 2.20689 0.07406  N8 1.103
22 H 3.15141 1.42494 0.14667  N8 0.942